Record 1
The following is a DFT calculation (wB97M-V/def2-TZVPD) of the molecule CH5N2O3PS at a distorted geometry.

```
13
CH5N2O3PS, DFT wB97M-V/def2-TZVPD
C -0.6978 -0.1851 0.2752
N -1.7550 -0.3438 -0.5242
N -0.6703 0.8678 1.0738
O 1.9269 0.9065 1.0713
O 1.0056 0.7935 -1.1658
O 2.8901 -0.5638 -0.6952
P 0.4900 -1.5844 0.4125
S 1.7618 0.1114 -0.1360
H -2.5492 0.2878 -0.5434
H -1.5324 -0.9669 -1.2732
H -1.5329 1.4186 1.0845
H 0.2977 1.2301 1.3929
H 0.3654 -1.9717 -0.9725
```

Output
E_tot = -30363.490 eV
highest occupied orbital energy = -9.7 eV
strongest force on any atom = 0.04754 Eh/bohr
multiplicity = 1
lowest unoccupied orbital energy = -0.05 eV



Record 2
The following is a DFT calculation (wB97M-V/def2-TZVPD) of a structure of composition CH5N2OP at a distorted geometry.

```
10
CH5N2OP, DFT wB97M-V/def2-TZVPD
C -0.0229 1.1506 -0.2458
N 1.0538 -1.0298 0.0965
N 0.4107 0.1408 0.7176
O -1.8876 -0.9228 -0.9284
P -1.7806 0.0830 0.1334
H -0.2072 2.1546 0.2565
H 0.3073 0.9104 -1.2546
H 0.7251 -1.8440 0.6492
H 0.4427 -1.1768 -0.8268
H 0.9587 0.5339 1.4023
```

Output
E_tot = -15432.237 eV
highest occupied orbital energy = -8.2 eV
strongest force on any atom = 0.06597 Eh/bohr
multiplicity = 1
lowest unoccupied orbital energy = 0.58 eV



Record 3
The following is a DFT calculation (wB97M-V/def2-TZVPD) of the molecule CH5N2PS at a distorted geometry.

```
10
CH5N2PS, DFT wB97M-V/def2-TZVPD
C -1.9672 -0.0180 0.1208
N -0.7336 -0.2761 0.8530
N 0.3952 -0.1168 0.2636
S 1.8512 -0.3383 1.1905
P 2.9266 0.4893 -0.4744
H -2.5574 -0.9430 0.0627
H -1.9078 0.4309 -0.8317
H -2.4223 0.6641 0.8425
H 2.7521 -0.7999 -1.0605
H 1.6633 0.9078 -0.9664
```

Output
E_tot = -24219.670 eV
highest occupied orbital energy = -9.0 eV
strongest force on any atom = 0.09550 Eh/bohr
multiplicity = 1
lowest unoccupied orbital energy = 0.53 eV



Record 4
The following is a DFT calculation (wB97M-V/def2-TZVPD) of a cluster of 2 separate species, CH5N2S in total at a distorted geometry.

```
9
CH5N2S, DFT wB97M-V/def2-TZVPD
N 0.1200 -0.0298 -1.6708
C -1.1814 0.0624 -1.2286
N -1.5834 0.1897 -0.0054
H 0.7808 -0.2026 -0.8830
H 0.3073 -0.3979 -2.5741
H -1.8882 0.0273 -2.1302
H -0.7377 0.1794 0.6826
S 1.1155 -0.0764 1.3355
H 1.0213 0.1234 2.6421
```

Output
total charge = -1
E_tot = -14934.176 eV
highest occupied orbital energy = -2.9 eV
strongest force on any atom = 0.03733 Eh/bohr
multiplicity = 1
lowest unoccupied orbital energy = 4.28 eV